2 unconnected molecules or ions with the total composition C4H10BrFNO4S at a distorted geometry, computed with wB97M-V/def2-TZVPD.

Element x y z (Å)
O 0.76689 -0.96554 -0.09201
S 1.14310 0.03033 0.93030
O 2.56737 0.14810 0.96564
F 0.66422 -0.38882 2.52482
N 0.56063 1.64574 0.62323
O 0.89628 2.09903 -0.63177
C -0.85870 1.80196 0.93902
C -1.84115 0.97762 0.02412
C -2.74175 -0.03741 0.83002
Br -4.64439 0.54661 0.70463
H 0.46109 1.56728 -1.32602
H -1.12355 2.87695 0.90548
H -0.98281 1.42017 1.97604
H -2.55799 1.71334 -0.40394
H -1.35905 0.49625 -0.84791
H -2.50834 -0.05364 1.90447
H -2.61577 -1.02273 0.35127
C 2.81866 -2.56025 -1.85068
O 2.16998 -2.11158 -0.75458
H 3.18192 -1.78877 -2.57326
H 3.75072 -3.14766 -1.67004
H 2.25263 -3.24700 -2.52881

Forces on atoms 1 to 6 (eV/Å):
O -2.96 3.06 3.04
S 1.66 -2.74 -3.09
O -0.61 0.87 1.39
F 0.10 0.93 -1.11
N -0.74 0.24 1.73
O 0.22 0.11 -0.63

The calculated total energy is -97579.8600 eV. Its net charge is -1. The LUMO energy is 2.510 eV. The calculation puts the HOMO energy at -2.34 eV.

Atomic partial charges in e from the natural (NBO) method, atoms 1 to 2: O -0.75; S 2.27

A molecular structure, C6H9N at a distorted geometry, computed with wB97M-V/def2-TZVPD.

Element x y z (Å)
C -2.19669 -0.17269 -0.08876
C -0.74227 0.08534 -0.11672
C -0.02140 1.22544 -0.00809
C 1.38625 0.76379 0.03888
C 1.29492 -0.48696 0.92627
C 0.41235 -0.92043 -0.26796
H -2.63709 -0.49615 -1.05458
H -2.77377 0.76225 0.28091
H -2.34591 -0.91782 0.75084
H -0.30535 2.28690 0.08699
H 2.19323 1.43647 -0.00908
H 2.20940 -1.11230 0.90884
H 0.91943 -0.43221 2.00432
H 0.02111 -1.94746 -0.48156
H 1.07251 0.21064 -1.90504
N 1.51327 -0.28481 -1.06524

Forces on atoms 1 to 6 (eV/Å):
C -1.19 0.72 1.59
C 1.32 1.93 -0.98
C -1.54 0.66 0.19
C 0.91 -1.66 -0.59
C 0.52 -1.23 2.56
C -1.14 -1.34 0.57

The calculated total energy is -7855.0697 eV. Its net charge is 0. The LUMO energy is 1.047 eV. The calculation puts the HOMO energy at -8.49 eV.

Atomic partial charges in e from the natural (NBO) method, atoms 1 to 2: C -0.65; C 0.01

A molecular structure, CF5LiNaO3P at a distorted geometry, computed with wB97M-V/def2-TZVPD.

Element x y z (Å)
P 1.40609 0.63396 0.05803
F 1.94861 1.41983 1.32471
F -1.50084 1.85930 1.12228
F 2.71610 -0.31343 0.15296
F 2.09441 1.21655 -1.26186
F 0.22841 1.59249 -0.55004
O 0.55641 -0.64726 0.54579
O -0.73924 -2.43168 0.38499
C -0.56925 -1.26329 0.03849
O -1.38386 -0.58795 -0.63535
Na -2.98393 -2.76046 -0.63922
Li -1.77291 1.28195 -0.54079

Forces on atoms 1 to 6 (eV/Å):
P 2.20 0.75 -0.10
F -1.95 -0.14 -1.65
F -0.79 -0.27 -0.58
F -0.42 -0.09 -0.14
F 1.00 -0.75 0.10
F -0.16 -1.15 1.81

The calculated total energy is -34683.6976 eV. Its net charge is 0. The LUMO energy is -1.808 eV. The calculation puts the HOMO energy at -8.82 eV.

Atomic partial charges in e from the natural (NBO) method, atoms 1 to 2: P 2.66; F -0.51

14 unconnected molecules or ions with the total composition C6H41NO13 at a distorted geometry, computed with wB97M-V/def2-TZVPD.

Element x y z (Å)
C -1.67917 -0.09934 0.46194
N -0.26096 -0.17781 0.90311
C 0.59112 0.68780 0.13203
C 1.88122 1.03741 0.89194
C 3.04244 1.45644 -0.02986
C -2.29410 -1.50064 0.30123
C -2.54295 -2.22912 1.63681
H -2.12298 0.57134 1.20916
H -1.95996 0.42286 -0.45978
H -0.07352 -1.18593 0.86730
H 0.16109 1.66475 -0.06513
H 0.85407 0.32862 -0.87419
H 2.15487 0.05632 1.29798
H 1.59661 1.81853 1.58821
H 2.90125 2.54516 -0.01670
H 4.04393 1.48008 0.39092
H 2.80441 1.13610 -1.03694
H -1.63456 -1.91622 -0.44883
H -3.31356 -1.37210 -0.04312
H -2.27826 -3.28313 1.55957
H -3.59403 -2.19641 1.92159
H -2.03900 -1.78456 2.49785
H 0.13128 2.39373 -2.63425
H -0.67588 2.35075 -1.26597
O -0.61548 2.72860 -2.13220
H -0.94189 1.74552 3.49277
H -0.67224 2.05080 2.01648
O -0.79768 2.47046 2.87615
H -0.00390 -3.41977 0.19452
H 0.71247 -2.72106 -0.71520
O 0.68685 -2.72434 0.25799
H -2.09000 3.82723 2.64270
H -3.23947 3.35734 3.48454
O -2.98916 4.07165 2.90044
H 0.24061 -0.99186 -3.03954
H 0.15130 0.00402 -4.16332
O 0.32068 -0.05029 -3.22556
H 2.32907 2.51221 -2.67264
H 3.39932 2.95253 -3.63931
O 2.73929 2.26760 -3.51043
H -3.52221 -3.68370 -1.06030
H -4.20718 -2.84687 -2.23469
O -3.42537 -3.31461 -1.93534
H 2.22740 -3.93284 2.30866
H 3.36518 -3.80387 1.41676
O 3.08361 -4.35630 2.15787
H 1.81374 -0.57487 3.87594
H 0.72547 -0.28794 2.84267
O 0.92703 -0.21086 3.79033
H 1.84141 5.03147 -0.90918
H 1.02814 4.05316 -1.71133
O 1.88248 4.13301 -1.25683
H -2.71175 3.44413 0.95992
H -2.69676 3.52036 -0.59631
O -2.48814 2.95882 0.15686
H -0.34245 -6.01937 -0.35343
H -0.44013 -5.51162 1.13909
O -0.69325 -5.34305 0.22805
H 3.41548 -0.66568 -4.40189
H 2.26927 -1.33790 -3.70580
O 3.02494 -1.53675 -4.26331

Forces on atoms 1 to 6 (eV/Å):
C -0.76 0.50 1.03
N -1.56 0.05 -0.47
C 1.57 0.34 -0.52
C 0.47 -1.83 -0.82
C -1.64 2.61 1.02
C -0.62 1.75 1.55

The calculated total energy is -34993.6490 eV. Its net charge is 0. The LUMO energy is -0.137 eV. The calculation puts the HOMO energy at -8.86 eV.

Atomic partial charges in e from the natural (NBO) method, atoms 1 to 2: C -0.22; N -0.72

A single C4H7NS molecule at a distorted geometry, computed with wB97M-V/def2-TZVPD.

Element x y z (Å)
C 1.72886 -1.00652 0.16116
N 0.66923 -0.11916 -0.08116
C -0.54528 -0.61414 -0.17467
C -1.94896 0.01813 -0.13012
C -1.72982 1.46660 -0.01868
S -3.61772 -0.68019 0.15902
H 1.70786 -1.20376 1.21705
H 1.49576 -1.99529 -0.31722
H 2.73312 -0.57782 -0.12586
H -0.53468 -1.77978 -0.32620
H -0.64350 1.77163 0.04540
H -2.30739 1.88318 -0.82847
H -2.19021 1.87818 0.83840

Forces on atoms 1 to 6 (eV/Å):
C 0.91 -1.30 -1.09
N -4.66 1.56 0.18
C 1.43 -3.76 -0.77
C -1.19 -0.92 1.87
C 0.71 0.74 -0.43
S 5.24 1.40 -1.17

The calculated total energy is -16583.8152 eV. The SMILES is C/N=C/C(C)=S. Its net charge is 0. The LUMO energy (alpha / beta) is -1.569 / -1.569 eV. The calculation puts the HOMO energy (alpha / beta) at -8.96 / -8.96 eV.

Atomic partial charges in e from the natural (NBO) method, atoms 1 to 2: C -0.44; N -0.35

A molecular structure, NO4S2 at a distorted geometry, computed with wB97M-V/def2-TZVPD.

Element x y z (Å)
N 1.08038 -0.66075 0.03624
O -1.92280 0.93335 0.79213
O 1.46216 -0.33477 -1.03770
O -0.93278 0.62906 -1.36296
O 0.41150 0.59562 0.81150
S -0.85366 -1.75786 0.28306
S -0.88129 0.24102 0.00385

Forces on atoms 1 to 6 (eV/Å):
N 5.11 -1.10 -1.43
O 0.77 -1.13 -0.65
O -0.58 -0.60 1.60
O 0.88 -0.05 -1.27
O -0.16 0.34 -1.41
S -0.75 0.29 -0.60

The calculated total energy is -31348.1488 eV. Its net charge is -1. The LUMO energy (alpha / beta) is 3.560 / 3.560 eV. The calculation puts the HOMO energy (alpha / beta) at -4.51 / -4.51 eV.

Atomic partial charges in e from the natural (NBO) method, atoms 1 to 2: N 0.23; O -1.00

A single C4H8O2 molecule, computed with wB97M-V/def2-TZVPD.

Element x y z (Å)
C -2.32122 0.36332 -0.16282
O -1.10635 -0.26060 -0.48697
C -0.13547 -0.08409 0.51079
C 1.14504 -0.72995 0.04841
C 2.30400 0.07074 -0.34047
O 2.23219 -0.54211 0.94013
H -2.73632 -0.01761 0.78442
H -2.19924 1.45437 -0.07306
H -3.02230 0.14587 -0.97175
H -0.45920 -0.54364 1.46068
H 0.04856 0.98482 0.71364
H 1.03721 -1.73460 -0.36428
H 2.22501 1.15914 -0.35096
H 3.05261 -0.35371 -1.00783

Forces on atoms 1 to 6 (eV/Å):
C -0.30 0.13 0.03
O 0.06 -0.03 -0.07
C 0.20 0.05 0.15
C -0.21 -0.04 0.01
C 0.09 0.15 -0.29
O 0.11 -0.06 0.18

The calculated total energy is -8370.7385 eV. The SMILES is COC[C@H]1CO1. Its net charge is 0. The LUMO energy is 1.058 eV. The calculation puts the HOMO energy at -10.10 eV.

Atomic partial charges in e from the natural (NBO) method, atoms 1 to 2: C -0.25; O -0.53

A molecular structure, C15H18BrNRu at a distorted geometry, computed with wB97M-V/def2-TZVPD.

Element x y z (Å)
Ru -0.22638 -0.18243 -0.03649
C -2.21332 2.85524 1.17376
C -1.93497 1.40286 1.27109
C -1.00411 0.90181 2.23000
C -0.83403 -0.47868 2.45508
C -0.05133 -0.98615 3.61585
C -1.48994 -1.38165 1.56317
C -2.50065 -0.93088 0.65729
C -3.37352 -1.89937 -0.05869
C -2.66169 0.46499 0.49271
H -1.54172 3.34385 0.45461
H -2.04519 3.35727 2.12654
H -3.22670 3.04600 0.82235
H -0.52021 1.60496 2.89929
H 0.95686 -1.29991 3.32422
H -0.52562 -1.87178 4.04080
H 0.04595 -0.22435 4.38671
H -1.37180 -2.44941 1.72146
H -2.89435 -2.28530 -0.96779
H -4.30692 -1.43552 -0.37282
H -3.58229 -2.77399 0.55783
H -3.43714 0.82612 -0.17452
C 5.69825 0.05910 0.88204
C 4.50564 0.04807 0.00950
C 4.59974 0.01302 -1.38893
C 3.45879 -0.00903 -2.17795
C 2.25160 0.00761 -1.52192
Br 0.57940 -0.01591 -2.46546
N 2.10965 0.04136 -0.18580
C 3.20826 0.06492 0.56071
H 6.62383 0.06646 0.31432
H 5.71463 -0.80597 1.55362
H 5.69248 0.91451 1.56483
H 5.57125 0.00719 -1.86772
H 3.51128 -0.02604 -3.25929
H 3.07288 0.10302 1.63420

Forces on atoms 1 to 6 (eV/Å):
Ru 0.92 0.11 0.16
C 0.09 0.19 -0.14
C -0.22 -0.10 0.21
C -0.02 -0.19 0.03
C -0.18 0.14 0.03
C 0.26 -0.14 -0.01

The calculated total energy is -89928.3439 eV. Its net charge is +3. The LUMO energy (alpha / beta) is -10.838 / -14.849 eV. The multiplicity is 6. The calculation puts the HOMO energy (alpha / beta) at -19.54 / -19.40 eV.

Atomic partial charges in e from the Mulliken method, atoms 1 to 2: Ru 0.72; C -1.38